A gas-phase ion, C22H29ClN (charge +1) in a non-equilibrium geometry. Source: the OMol25 dataset; level of theory: wB97M-V/def2-TZVPD.

Cartesian coordinates (Å):
Cl1 -5.53 6.86 2.20
N1 0.38 -0.01 2.46
C1 3.27 -0.11 2.73
C2 -1.39 2.01 -0.45
C3 1.03 -1.27 2.90
C4 -5.44 4.29 1.44
C5 -2.58 1.82 0.56
C6 -1.87 1.11 1.82
C7 -1.42 0.75 -1.31
C8 -2.97 1.02 2.90
C9 -3.07 -1.43 2.05
C10 -2.73 4.42 0.74
C11 -2.73 0.08 -0.99
C12 1.09 1.28 2.54
C13 -4.73 5.50 1.54
C14 -3.39 3.17 0.76
C15 2.46 -1.17 3.43
C16 -3.43 0.75 -0.05
C17 -3.40 5.56 1.17
C18 2.59 1.23 2.90
C19 -1.57 -1.45 2.30
C20 -0.93 -0.09 2.12
C21 -4.76 3.14 0.97
C22 -3.74 -0.32 2.86
H1 -0.44 2.14 0.08
H2 -1.69 4.50 0.42
H3 -0.53 0.12 -1.18
H4 0.57 1.90 3.29
H5 0.98 1.79 1.57
H6 -3.23 -1.26 1.00
H7 -1.39 1.05 -2.36
H8 4.26 -0.06 3.18
H9 -4.76 -0.19 2.54
H10 -5.33 2.22 0.87
H11 -3.69 1.83 2.77
H12 -2.88 6.55 1.19
H13 2.90 -2.15 3.29
H14 -2.54 1.15 3.87
H15 -4.44 0.52 0.31
H16 1.01 -2.00 2.06
H17 0.44 -1.72 3.72
H18 2.42 -0.96 4.51
H19 -6.50 4.23 1.68
H20 -3.51 -2.40 2.30
H21 3.08 2.00 2.30
H22 2.66 1.53 3.95
H23 -1.45 -1.75 3.35
H24 3.39 -0.34 1.67
H25 -3.03 -0.84 -1.48
H26 -1.09 -2.23 1.66
H27 -3.80 -0.67 3.91
H28 -1.49 2.90 -1.07
H29 -1.28 2.04 1.83

Its energy above the lowest of the compared OMol25 structures with the same formula, charge and spin is 0.404 eV. As for the total energy: -1370.3444 a.u. As for the net charge: +1. As for the multiplicity: 1. The structure (SMILES) is Clc1ccc([C@@]2([C@H]3CCCCC3=[N+]3CCCCC3)C=CCC2)cc1.


A molecular structure, C22H29CoN6OS. Source: the OMol25 dataset; level of theory: wB97M-V/def2-TZVPD.

Cartesian coordinates (Å):
Co1 -0.93 -1.75 0.56
S1 0.99 -2.73 1.52
O1 -2.37 -2.31 1.81
N1 2.56 -0.58 1.10
N2 -1.37 -2.23 -1.31
N3 2.12 -1.95 -0.73
N4 -1.43 -2.39 3.88
N5 -3.70 -2.66 3.56
N6 -0.82 0.18 -0.18
C1 2.90 -1.64 -3.00
C2 -2.30 -2.77 -3.29
C3 3.49 -0.12 -1.05
C4 -2.26 -1.38 -3.22
C5 3.86 1.42 0.91
C6 -1.76 -3.25 -2.10
C7 -1.68 -1.07 -1.99
C8 -0.14 2.98 2.14
C9 -1.36 0.16 -1.37
C10 -0.60 1.77 1.65
C11 0.88 3.47 0.05
C12 0.28 2.82 -2.98
C13 0.92 1.94 -1.89
C14 0.58 3.84 1.34
C15 3.29 0.19 0.30
C16 2.86 -1.21 -1.58
C17 0.45 2.26 -0.49
C18 -2.90 0.88 2.25
C19 1.97 -1.65 0.59
C20 -1.40 0.87 2.54
C21 -2.48 -2.45 3.05
C22 -0.33 1.42 0.31
H1 0.77 0.89 -2.12
H2 -3.11 0.52 1.24
H3 -1.23 1.17 3.58
H4 -2.68 -3.37 -4.10
H5 -0.78 2.62 -3.09
H6 -1.52 -2.55 4.87
H7 0.93 4.79 1.74
H8 1.48 4.13 -0.57
H9 1.89 -1.60 -3.43
H10 -1.64 -4.27 -1.78
H11 -4.47 -2.74 2.92
H12 0.39 3.87 -2.73
H13 -3.85 -2.86 4.54
H14 0.76 2.65 -3.94
H15 2.00 2.11 -1.91
H16 3.05 2.00 1.36
H17 4.54 1.13 1.72
H18 -0.37 3.24 3.17
H19 1.61 -2.76 -1.07
H20 -3.30 1.89 2.32
H21 -1.55 1.09 -1.89
H22 3.26 -2.67 -3.08
H23 -1.01 -0.16 2.48
H24 -2.60 -0.68 -3.96
H25 4.39 2.03 0.19
H26 -0.51 -2.29 3.49
H27 4.09 0.52 -1.69
H28 3.55 -1.00 -3.58
H29 -3.45 0.25 2.95

Its energy above the lowest of the compared OMol25 structures with the same formula, charge and spin is 0.073 eV. As for the total energy: -3040.3911 a.u. As for the net charge: +1. As for the multiplicity: 4.


Question: What is the net charge in the first record?
Answer: +1